# 1
This record from OMol25 describes a cluster of 2 separate species, C17H33B2N4O9S in total in a non-equilibrium geometry. The level of theory is ωB97M-V/def2-TZVPD.

highest occupied orbital energy: -0.1146 Eh
gap between HOMO and LUMO: 4.875 eV
ΔE to the lowest compared entry with this formula, charge and spin: 62.0 kcal/mol

```
! wB97M-V def2-TZVPD RIJCOSX def2/J DEFGRID3
* xyz -1 1
C 5.34768 -2.98866 0.50353
C 4.62750 -1.76526 1.16164
O 5.16159 -0.68630 1.04980
N 3.37905 -1.90788 1.92547
C 3.60948 -1.12519 3.16459
C 2.25405 -1.31115 1.13537
C 0.84372 -1.65467 1.76547
C 0.26983 -0.39478 2.53031
C -1.10053 0.16471 1.96797
C -1.23137 0.11216 0.43417
C -0.39642 1.06534 -0.32287
B 0.59716 2.11287 0.36128
O -0.06508 3.08075 1.09380
N 2.07261 2.13153 0.30889
C 2.59694 1.56344 -0.97754
C 2.48416 3.58855 0.25619
C -0.54701 1.06123 -1.79695
C -1.53521 0.07708 -2.32691
C -1.79314 0.03923 -3.87586
B -1.14444 -1.32579 -4.41514
O 0.14555 -1.33663 -4.99533
O -1.91596 -2.51718 -4.24365
N -2.22724 -0.78284 -1.58378
N -2.03457 -0.71337 -0.28032
C -2.83415 -1.68538 0.51391
C -4.23026 -1.06069 0.89763
C -5.25421 -1.35674 -0.28851
O -4.14400 0.36763 0.98557
H 6.44999 -2.76498 0.49928
H 5.22787 -3.91657 1.11758
H 5.05488 -3.12853 -0.56463
H 2.82273 -1.31516 3.93871
H 4.60309 -1.39865 3.61270
H 3.64314 -0.01193 2.97823
H 2.43356 -0.19576 1.16724
H 2.34113 -1.58968 0.05044
H 1.04797 -2.43734 2.55068
H 0.12944 -2.11401 1.04108
H 1.00171 0.45644 2.60897
H 0.07522 -0.70599 3.59433
H -1.92372 -0.34636 2.52487
H -1.18363 1.25225 2.25201
H 0.31800 3.12095 1.99710
H 3.71803 1.62100 -1.03673
H 2.21371 0.51888 -1.09599
H 2.17864 2.21317 -1.80389
H 2.58744 3.92336 1.31424
H 1.75388 4.20932 -0.32951
H 3.47917 3.68333 -0.26274
H 0.02443 1.73658 -2.45928
H -2.91327 -0.03467 -3.97277
H -1.43871 0.96929 -4.37540
H 0.66741 -1.94728 -4.43903
H -1.89950 -2.66908 -3.27901
H -3.05676 -2.54790 -0.17227
H -2.26956 -2.11829 1.36995
H -4.65854 -1.45092 1.85691
H -6.31991 -1.35000 0.07368
H -5.09432 -2.36823 -0.74974
H -5.14477 -0.61121 -1.11854
H -5.00693 0.76656 0.77792
O -3.29416 4.92454 -1.16591
S -2.77039 3.56726 -0.91937
O -2.03305 3.08103 -2.13739
O -3.88744 2.63714 -0.61792
O -1.81253 3.58944 0.22551
*
```

***

# 2
This record from OMol25 describes an isolated molecule of C3H7N3S in a non-equilibrium geometry. The level of theory is ωB97M-V/def2-TZVPD.

highest occupied orbital energy (spin up / spin down): -0.2796 / -0.2868 Eh
gap between HOMO and LUMO (spin up / spin down): 8.033 / 7.423 eV
ΔE to the lowest compared entry with this formula, charge and spin: 119.7 kcal/mol

```
! wB97M-V def2-TZVPD RIJCOSX def2/J DEFGRID3
* xyz 0 1
C 0.25928 -1.09866 -0.22094
C 1.21132 -0.21989 0.10547
C -1.05107 -0.94990 0.43823
N 3.56830 0.68419 0.32366
N -1.85540 -0.46855 -0.61995
N -1.60785 0.81984 -0.96962
S 2.74952 -0.28678 -0.57935
H 0.14472 -1.74355 -1.08598
H 1.28531 0.50377 0.99628
H -1.49001 -1.88786 0.70545
H -1.03871 -0.11242 1.24029
H 4.46181 1.00514 -0.06433
H -1.95358 1.09170 -1.81864
H -0.69931 1.21819 -0.78283
*
```

***

# 3
This record from OMol25 describes a structure of composition C26H20N5O6Pd. The level of theory is ωB97M-V/def2-TZVPD.

highest occupied orbital energy (spin up / spin down): -0.4102 / -0.4102 Eh
gap between HOMO and LUMO (spin up / spin down): 7.357 / 3.297 eV
ΔE to the lowest compared entry with this formula, charge and spin: 35.7 kcal/mol
expectation value of S²: 6.025

```
! wB97M-V def2-TZVPD RIJCOSX def2/J DEFGRID3
* xyz 1 5
Pd -2.13646 0.57996 -0.26603
O -6.35834 -4.22737 -3.34317
C -6.73648 -3.09809 -3.39370
O -7.52347 -2.27084 -3.73459
C -5.46120 -2.13086 -2.44356
C -4.42651 -2.84375 -1.88272
C -3.49833 -2.09448 -1.18192
N -3.61162 -0.76968 -1.05822
C -4.62913 -0.11714 -1.62192
C -5.61363 -0.77612 -2.34940
C -4.67695 1.38680 -1.42185
O -5.61613 2.00649 -1.86108
O -3.67634 1.86897 -0.75348
H -4.33703 -3.91351 -1.98863
H -2.63717 -2.56057 -0.72046
H -6.42334 -0.21470 -2.79076
C -0.77881 0.61081 5.26060
N -1.70924 0.61244 4.12047
C -3.01789 0.77297 4.14567
C -3.44720 0.71284 2.75316
N -2.39193 0.51588 1.99082
C -1.31675 0.45420 2.80101
H -1.35499 0.72333 6.17351
H -0.08579 1.43991 5.14587
H -0.23846 -0.33170 5.26864
H -3.58578 0.92435 5.05056
H -4.44787 0.82992 2.36305
H -0.25657 0.32135 2.45856
O -0.79419 0.66947 -2.23985
C 0.18343 0.57967 -1.48942
N 1.48949 0.59320 -1.77659
C 2.31016 0.43067 -0.57772
C 1.18334 0.34757 0.48045
O 1.33612 0.20746 1.69643
N -0.01265 0.44191 -0.12799
C 3.14757 -0.85064 -0.64516
C 3.47970 -1.56246 0.50047
C 4.29715 -2.68222 0.41471
C 4.79470 -3.09852 -0.80907
C 4.47447 -2.38376 -1.95477
C 3.66014 -1.26610 -1.86956
C 3.23457 1.63177 -0.35986
C 3.72364 2.33007 -1.45876
C 4.61716 3.37622 -1.29351
C 5.04213 3.73181 -0.02135
C 4.56796 3.03130 1.07545
C 3.67063 1.98418 0.91077
H 1.82944 0.66964 -2.71844
H 3.11454 -1.23813 1.46419
H 4.55032 -3.22591 1.31544
H 5.43319 -3.96926 -0.87175
H 4.86042 -2.69342 -2.91656
H 3.43524 -0.72272 -2.77919
H 3.41248 2.07437 -2.46394
H 4.98051 3.91227 -2.15976
H 5.74296 4.54490 0.11078
H 4.90301 3.29271 2.07072
H 3.32580 1.43251 1.77340
*
```

***

# 4
This record from OMol25 describes a structure of composition C25H16ClF2IrN2O4. The level of theory is ωB97M-V/def2-TZVPD.

highest occupied orbital energy (spin up / spin down): -0.3938 / -0.4163 Eh
gap between HOMO and LUMO (spin up / spin down): 6.669 / 6.212 eV
ΔE to the lowest compared entry with this formula, charge and spin: 8.2 kcal/mol
expectation value of S²: 0.790

```
! wB97M-V def2-TZVPD RIJCOSX def2/J DEFGRID3
* xyz 1 2
Ir -0.34603 -0.19055 -0.37188
O 2.12094 -3.55815 0.99262
C 1.46166 -2.45749 0.70960
O 0.25376 -2.39086 0.57230
C 2.31482 -1.24247 0.55971
C 3.68702 -1.18341 0.69769
C 4.31654 0.02755 0.42402
C 3.56292 1.10906 -0.00427
C 2.19064 0.96759 -0.12084
N 1.59297 -0.18342 0.19355
C 1.26758 2.06159 -0.62766
O 1.67813 3.12710 -0.98352
O -0.02322 1.73539 -0.57514
H 1.49865 -4.30242 1.05475
H 4.24355 -2.06092 0.99296
H 5.38958 0.11263 0.52541
H 4.00257 2.06311 -0.26230
F 2.58752 -2.55066 -4.20021
C 1.47628 -1.87442 -3.88497
C 1.24419 -1.57699 -2.55411
C 0.09761 -0.87587 -2.20652
C -0.83379 -0.53212 -3.20341
C -0.51891 -0.82055 -4.52840
F -1.35247 -0.45021 -5.51078
C 0.62841 -1.48894 -4.90046
C -2.08322 0.07013 -2.72749
C -3.18560 0.37789 -3.51691
C -4.28676 0.99098 -2.95084
C -4.25845 1.30814 -1.60420
C -3.15401 0.94423 -0.86566
N -2.10246 0.30601 -1.39068
H 1.98899 -1.90725 -1.84355
H 0.83878 -1.70807 -5.93673
H -3.16636 0.14688 -4.56764
H -5.14595 1.23481 -3.56077
H -5.07355 1.82469 -1.11858
H -3.09623 1.18428 0.17968
Cl -5.91809 3.06429 3.21959
C -4.52372 2.13434 2.83263
C -4.65302 0.75900 2.63689
C -3.53582 0.01637 2.33340
C -2.26560 0.62540 2.22437
C -1.11350 -0.15051 1.93202
C -2.17116 2.02045 2.42521
C -3.28664 2.76870 2.72499
H -5.62461 0.29436 2.73035
H -3.62625 -1.05105 2.17318
H -1.19603 -1.22246 2.06080
H -0.15941 0.28142 2.22835
H -1.20837 2.50615 2.32486
H -3.21729 3.83629 2.87917
*
```

***

# 5
This record from OMol25 describes a cluster of 8 separate species, C45H111N7O in total in a non-equilibrium geometry. The level of theory is ωB97M-V/def2-TZVPD.

highest occupied orbital energy: -0.2903 Eh
SMILES string: CCN(CC)CC.CCN(CC)CC.CCN(CC)CC.CCN(CC)CC.CCN(CC)CC.CCN(CC)CC.CCN(CC)CC.CC(C)=O
gap between HOMO and LUMO: 8.567 eV
ΔE to the lowest compared entry with this formula, charge and spin: 0.0 kcal/mol

```
! wB97M-V def2-TZVPD RIJCOSX def2/J DEFGRID3
* xyz 0 1
C -3.99787 2.62653 -6.05654
C -3.22532 1.31620 -5.81197
N -4.02406 0.20358 -5.32928
C -5.19800 -0.09078 -6.15326
C -4.81416 -0.35870 -7.60829
C -4.35991 0.27260 -3.90940
C -3.16442 -0.07417 -3.04253
H -4.65006 2.56529 -6.92726
H -3.29030 3.44067 -6.22379
H -4.59478 2.88269 -5.17819
H -2.77093 1.04146 -6.76543
H -2.43910 1.55152 -5.09632
H -5.66784 -0.98282 -5.73840
H -5.93449 0.72480 -6.12010
H -3.92592 -0.98921 -7.66375
H -5.57819 -0.93053 -8.13812
H -4.67254 0.59493 -8.11462
H -5.18262 -0.40180 -3.67720
H -4.67240 1.29923 -3.66161
H -3.31756 0.07414 -1.97025
H -2.35290 0.64375 -3.22116
H -2.72465 -1.05718 -3.19177
C 2.58114 5.04852 -5.26388
C 2.43527 3.54313 -5.08746
N 2.39673 3.11433 -3.68810
C 1.96770 1.72393 -3.62630
C 1.74813 1.21469 -2.21254
C 3.66207 3.40674 -2.99927
C 4.93523 2.78870 -3.59103
H 2.36363 5.35708 -6.28586
H 3.57304 5.40542 -4.98007
H 1.88549 5.59347 -4.62153
H 1.47387 3.27323 -5.54266
H 3.13507 3.00091 -5.73937
H 1.06233 1.64862 -4.22792
H 2.71906 1.05843 -4.08289
H 1.17381 0.28384 -2.23181
H 2.67614 0.97585 -1.69246
H 1.16633 1.89589 -1.58480
H 3.52238 3.09863 -1.96392
H 3.77700 4.49078 -3.00296
H 5.06464 3.12956 -4.61669
H 4.80572 1.70231 -3.65520
H 5.81806 2.96041 -2.97996
C -3.54462 6.16356 -0.84553
C -2.44450 5.33218 -0.16011
N -2.67038 3.90879 -0.30575
C -1.74266 3.13406 0.50800
C -2.05196 1.64203 0.55129
C -2.74257 3.44262 -1.70336
C -1.47426 3.63164 -2.52681
H -3.45318 6.21749 -1.93093
H -3.43760 7.20206 -0.51481
H -4.56162 5.86235 -0.59623
H -1.49827 5.63120 -0.63909
H -2.40616 5.64726 0.88131
H -0.68530 3.27604 0.22902
H -1.79521 3.51088 1.53390
H -3.11014 1.45584 0.74928
H -1.79418 1.11739 -0.37004
H -1.51188 1.13522 1.35302
H -3.62867 3.94782 -2.09188
H -3.02903 2.39117 -1.68506
H -1.23234 4.69388 -2.58909
H -1.56073 3.22916 -3.53439
H -0.66351 3.12454 -2.00106
C 3.24409 -5.40093 2.88326
C 2.36573 -4.33266 2.20521
N 0.97700 -4.33782 2.62542
C 0.74090 -3.93454 4.00180
C -0.69903 -3.43969 4.22073
C 0.24275 -5.55697 2.28701
C 0.36401 -5.99644 0.82799
H 4.27559 -5.36210 2.53406
H 2.86847 -6.39569 2.63055
H 3.19578 -5.27819 3.96400
H 2.76423 -3.36126 2.51007
H 2.44973 -4.35480 1.11825
H 1.44362 -3.15694 4.30266
H 0.91035 -4.78621 4.67733
H -1.02705 -2.67278 3.52306
H -0.79789 -3.03997 5.23303
H -1.36856 -4.29837 4.18165
H 0.63151 -6.35498 2.94256
H -0.80786 -5.44138 2.55360
H 0.21496 -5.13298 0.18079
H 1.36081 -6.41680 0.68555
H -0.35844 -6.77675 0.60082
C -4.13652 -3.54556 4.86463
C -4.54637 -3.85322 3.43622
N -3.89073 -5.02889 2.87424
C -4.02029 -6.24294 3.67182
C -5.44993 -6.79253 3.76815
C -4.31423 -5.18018 1.47527
C -3.60780 -6.31328 0.74818
H -3.08316 -3.73885 5.07007
H -4.66078 -4.14254 5.61632
H -4.38902 -2.50334 5.06542
H -5.64678 -3.93021 3.38491
H -4.36574 -2.98897 2.79007
H -3.31108 -6.95142 3.24025
H -3.65389 -6.09300 4.69010
H -6.13059 -6.07597 4.22917
H -5.81762 -7.13540 2.80321
H -5.47023 -7.63544 4.46605
H -3.97050 -4.24024 1.04433
H -5.39405 -5.32888 1.34202
H -3.68097 -6.12990 -0.32692
H -3.99937 -7.30114 0.98512
H -2.52933 -6.29732 0.93375
C 1.54384 3.99059 6.19590
C 2.15058 4.24502 4.81559
N 1.58877 3.42319 3.75516
C 2.04811 2.03946 3.86637
C 1.40371 1.10508 2.85731
C 1.89358 4.06380 2.47235
C 0.90121 5.19612 2.16596
H 0.60904 4.52693 6.36635
H 2.23722 4.30180 6.98152
H 1.31895 2.94512 6.41523
H 1.98588 5.30374 4.61074
H 3.24455 4.12519 4.89375
H 3.14683 2.01681 3.74812
H 1.87556 1.72354 4.89302
H 1.56735 0.09011 3.22785
H 0.32074 1.24369 2.89957
H 1.75832 1.21507 1.83726
H 1.76506 3.32960 1.67307
H 2.93440 4.40045 2.38248
H 1.24893 6.16961 2.50357
H -0.01022 4.94323 2.71452
H 0.56877 5.16942 1.12891
C 7.20992 -0.68381 -1.07917
C 6.86444 -0.40984 0.39516
N 5.64661 0.32961 0.65881
C 4.42172 -0.28019 0.10897
C 4.18596 -1.68742 0.66551
C 5.80885 1.71774 0.21690
C 4.64247 2.60652 0.63085
H 6.59428 -1.51551 -1.43330
H 8.23186 -1.05309 -1.17998
H 7.06136 0.17557 -1.72903
H 6.91616 -1.37860 0.90508
H 7.66923 0.10719 0.92752
H 3.54153 0.32075 0.31022
H 4.63124 -0.36944 -0.96736
H 5.07509 -2.31083 0.64474
H 3.89908 -1.59190 1.71626
H 3.31968 -2.11945 0.16530
H 5.95816 1.82671 -0.86538
H 6.69906 2.12639 0.69777
H 4.96830 3.64689 0.61726
H 4.32231 2.39991 1.65658
H 3.73941 2.46188 0.03832
C -1.45669 -3.14862 0.71093
C -0.89796 -1.88172 0.12183
C 0.18148 -1.20437 0.91241
O -1.29628 -1.40544 -0.91688
H -2.21065 -2.96717 1.47620
H -0.66082 -3.75678 1.14369
H -1.88217 -3.74515 -0.09794
H -0.06654 -1.27493 1.97004
H 0.41848 -0.20681 0.55454
H 1.09558 -1.78207 0.72195
*
```

***

# 6
This record from OMol25 describes an isolated molecule of H4I2Si2 in a non-equilibrium geometry. The level of theory is ωB97M-V/def2-TZVPD.

highest occupied orbital energy: -0.3494 Eh
SMILES string: I[SiH2][SiH2]I
gap between HOMO and LUMO: 8.872 eV
ΔE to the lowest compared entry with this formula, charge and spin: 11.1 kcal/mol

```
! wB97M-V def2-TZVPD RIJCOSX def2/J DEFGRID3
* xyz 0 1
I -2.61844 -0.13637 -1.23898
Si -0.79399 -0.90427 0.39500
Si 0.75546 0.81099 -0.01343
I 2.79293 -0.34268 -1.21169
H -1.42173 -0.74467 1.78344
H -0.51663 -2.27882 0.05688
H 0.69789 1.87940 -0.91458
H 1.10451 1.71642 1.14334
*
```

***

# 7
This record from OMol25 describes an isolated molecule of C7H10 in a non-equilibrium geometry. The level of theory is ωB97M-V/def2-TZVPD.

highest occupied orbital energy (spin up / spin down): -0.3062 / -0.2996 Eh
gap between HOMO and LUMO (spin up / spin down): 7.361 / 7.200 eV
ΔE to the lowest compared entry with this formula, charge and spin: 155.2 kcal/mol

```
! wB97M-V def2-TZVPD RIJCOSX def2/J DEFGRID3
* xyz 0 1
C 0.97513 -2.91908 -1.24061
C -0.16502 -2.16888 -0.72492
C -1.12766 0.01686 0.39454
C 0.24999 -0.12711 1.10397
C -0.25111 -1.15578 0.20740
C -1.40783 1.13061 -0.57820
C 1.50613 0.60793 0.58671
H 1.89808 -2.67255 -0.61423
H -1.06803 -2.52329 -1.34825
H -2.05429 -0.06408 1.11110
H 0.31355 -0.38268 2.22333
H -1.29326 0.74394 -1.55591
H -0.75264 2.02363 -0.63864
H -2.49697 1.49389 -0.49332
H 2.39379 -0.00968 0.45411
H 1.93038 1.33220 1.17666
H 1.38196 0.94408 -0.36076
*
```

***

Number 1: calculated total energy -2011.6525 Ha. Number 2: calculated total energy -680.7915 Ha. Number 3: calculated total energy -1855.5565 Ha. Number 4: calculated total energy -2136.8180 Ha. Number 5: calculated total energy -2239.5585 Ha. Number 6: calculated total energy -1176.7842 Ha. Number 7: calculated total energy -272.4707 Ha.